101
Properties=species:S:1:pos:R:3 method="wB97M-V/def2-TZVPD" molar_mass_g_mol=1205.4 gap_ev="6.04 / 4.99"
Pb -0.7358 0.2332 1.4116
O -6.1026 4.3943 4.7067
C -4.9400 4.4924 5.0635
O -4.3513 5.0979 5.9426
C -3.9472 3.6267 4.1388
C -4.4666 2.8538 3.1233
C -3.5816 2.1493 2.3026
N -2.2740 2.1420 2.5373
C -1.7614 2.8797 3.5185
C -2.5826 3.6710 4.3313
C -0.2977 2.8440 3.7183
C 0.3433 3.6626 4.6499
C 1.7084 3.5336 4.8399
C 2.4060 2.6089 4.0828
C 1.7001 1.8632 3.1515
N 0.3970 1.9770 2.9834
C -4.1032 1.4220 1.1315
C -5.3383 1.7649 0.5704
C -5.8192 1.0353 -0.5010
C -5.0582 -0.0124 -0.9963
C -3.8248 -0.2416 -0.4117
N -3.3613 0.4518 0.6105
H -5.5363 2.8126 2.9989
H -2.2023 4.3042 5.1141
H -0.2008 4.3961 5.2180
H 2.2146 4.1429 5.5746
H 3.4666 2.4672 4.2075
H 2.1996 1.1449 2.5212
H -5.9053 2.5937 0.9607
H -6.7775 1.2699 -0.9389
H -5.4047 -0.6275 -1.8121
H -3.1886 -1.0292 -0.7818
C -2.9890 -5.4385 -1.2217
C -1.8937 -5.2018 -0.1808
N -2.2489 -4.1989 0.7965
C -1.8666 -2.9070 0.7585
S -2.1943 -1.9669 2.1523
N -1.3951 -2.4533 -0.3890
N -0.7534 -1.3320 -0.4876
C -0.5762 -0.8871 -1.8369
C -1.1673 -1.8324 -2.8848
C -1.0600 0.5593 -2.0214
C -1.3636 1.0753 -3.2792
C -1.5468 2.4452 -3.4054
C -1.4502 3.2518 -2.2834
C -1.2328 2.6337 -1.0631
N -1.0335 1.3368 -0.9551
H -2.6812 -6.2312 -1.8994
H -3.1702 -4.5319 -1.7935
H -3.9165 -5.7444 -0.7452
H -0.9777 -4.8795 -0.6808
H -1.6816 -6.1349 0.3508
H -2.7652 -4.4899 1.6120
H -0.8979 -2.8542 -2.6379
H -0.7717 -1.5961 -3.8664
H -2.2486 -1.7320 -2.8838
H -1.4580 0.4430 -4.1487
H -1.7339 2.8749 -4.3779
H -1.5509 4.3222 -2.3530
H -1.1894 3.1909 -0.1405
Cl 1.9626 -2.2086 0.4959
C 1.7740 -2.0486 2.2033
C 0.7976 -1.2117 2.7202
C 0.6915 -1.1706 4.1050
Cl -0.5732 -0.2390 4.8149
C 1.5460 -1.8786 4.9468
Cl 1.4124 -1.7532 6.6552
C 2.5115 -2.7135 4.3901
Cl 3.5320 -3.6510 5.3991
C 2.6205 -2.8087 3.0083
Cl 3.7804 -3.8630 2.3059
O 2.7096 2.3970 0.4861
C 2.5850 1.5499 -0.3568
N 3.5146 1.2172 -1.2998
C 3.0554 0.1754 -2.1838
C 1.6581 0.0027 -1.5812
O 0.8461 -0.8376 -2.1617
N 1.4552 0.7367 -0.5541
C 3.7885 -1.1443 -1.9940
C 4.7241 -1.3128 -0.9851
C 5.3316 -2.5424 -0.8014
C 5.0033 -3.6095 -1.6193
C 4.0669 -3.4429 -2.6250
C 3.4607 -2.2154 -2.8142
C 3.1121 0.6387 -3.6298
C 1.9730 0.8624 -4.3870
C 2.0685 1.3468 -5.6810
C 3.3059 1.6383 -6.2251
C 4.4495 1.3992 -5.4824
C 4.3569 0.8964 -4.1973
H 4.3813 1.7122 -1.4211
H 4.9662 -0.4882 -0.3319
H 6.0430 -2.6703 -0.0006
H 5.4738 -4.5691 -1.4672
H 3.7938 -4.2794 -3.2519
H 2.7195 -2.0854 -3.5874
H 1.0025 0.6691 -3.9626
H 1.1727 1.5018 -6.2643
H 3.3839 2.0399 -7.2243
H 5.4207 1.6045 -5.9065
H 5.2599 0.7137 -3.6334

---

91
Properties=species:S:1:pos:R:3 method="wB97M-V/def2-TZVPD" relative_energy_kj_mol=133.46 spin_multiplicity=5 charge=+2 molar_mass_g_mol=1054.5 gap_ev="7.80 / 5.84" s_squared=6.060
Ru -0.7994 -0.1819 -0.2786
Br 3.7149 -0.4402 -1.8224
C 3.3612 -1.4519 -0.3062
C 4.3713 -2.1695 0.2947
C 4.1146 -2.9057 1.4447
Br 5.5178 -3.8553 2.1821
C 2.8130 -2.9304 2.0647
C 2.5120 -3.6261 3.2467
C 1.2344 -3.5789 3.7411
C 0.2699 -2.8352 3.0503
N 0.5311 -2.1631 1.9426
C 1.7759 -2.2138 1.4621
C 2.0233 -1.4547 0.2361
O 1.1121 -0.8174 -0.3175
H 5.3667 -2.1553 -0.1283
H 3.2850 -4.1829 3.7581
H 0.9693 -4.0970 4.6538
H -0.7543 -2.7886 3.4102
N -0.6003 0.1419 -2.1507
C -0.3232 -0.6596 -3.1108
C -0.2916 -2.1188 -2.8248
C 0.6957 -2.9321 -3.3693
C 0.7921 -4.2595 -2.9706
C -0.1054 -4.7821 -2.0448
C -1.1191 -3.9838 -1.5282
C -1.2123 -2.6578 -1.9237
C -0.0134 -0.1230 -4.4543
C -0.4222 -0.8091 -5.5954
C -0.1432 -0.2854 -6.8482
C 0.5595 0.9086 -6.9599
C 0.9744 1.5907 -5.8219
C 0.6805 1.0801 -4.5665
H 1.3979 -2.5207 -4.0841
H 1.5648 -4.8920 -3.3927
H -0.0329 -5.8220 -1.7487
H -1.8453 -4.4040 -0.8418
H -2.0529 -2.0538 -1.5990
H -0.9633 -1.7444 -5.5030
H -0.4723 -0.8084 -7.7387
H 0.7869 1.3089 -7.9405
H 1.5241 2.5194 -5.9152
H 0.9857 1.6045 -3.6676
N -4.9052 0.7863 -0.6769
C -3.9006 -0.0213 -0.3407
N -2.7428 0.6037 -0.3413
C -3.0190 1.9389 -0.7345
C -2.1941 3.0462 -0.9084
C -2.7918 4.2312 -1.2756
C -4.1810 4.3276 -1.4868
C -5.0044 3.2388 -1.3211
C -4.3851 2.0553 -0.9295
H -5.8761 0.5211 -0.6955
H -4.0419 -1.0509 -0.0490
H -1.1286 2.9927 -0.7442
H -2.1801 5.1141 -1.4067
H -4.6081 5.2771 -1.7854
H -6.0757 3.3056 -1.4725
C -3.6402 4.7991 2.6420
C -4.2501 3.5606 2.4881
C -3.4774 2.4098 2.3903
C -2.0858 2.4965 2.4443
C -1.4811 3.7412 2.6029
C -2.2561 4.8890 2.6995
Sb -0.8763 0.7664 2.2799
C -2.3096 -0.7422 2.7163
C -3.1921 -0.6845 3.7945
C -4.1485 -1.6793 3.9718
C -4.2373 -2.7352 3.0719
C -3.3647 -2.8068 1.9902
C -2.4064 -1.8159 1.8252
C 0.2646 0.9165 4.0399
C 1.2403 1.9104 4.1328
C 1.9418 2.0781 5.3187
C 1.6811 1.2505 6.4034
C 0.7253 0.2472 6.3032
C 0.0156 0.0717 5.1198
H -4.2435 5.6934 2.7278
H -5.3310 3.4893 2.4529
H -3.9689 1.4518 2.2758
H -0.4014 3.8355 2.6472
H -1.7778 5.8530 2.8238
H -3.1534 0.1471 4.4901
H -4.8273 -1.6286 4.8149
H -4.9836 -3.5067 3.2157
H -3.4265 -3.6364 1.2937
H -1.6892 -1.9205 1.0048
H 1.4674 2.5550 3.2901
H 2.6923 2.8558 5.3949
H 2.2250 1.3879 7.3291
H 0.5263 -0.3992 7.1487
H -0.7318 -0.7115 5.0577

---

96
Properties=species:S:1:pos:R:3 method="wB97M-V/def2-TZVPD" relative_energy_kj_mol=11.96 spin_multiplicity=2 charge=-1 molar_mass_g_mol=1084.6 gap_ev="5.88 / 5.45" s_squared=0.775
Ti 0.9892 1.1292 0.3703
Br 2.1957 1.9478 6.8520
C 1.8473 1.6692 5.0136
C 0.5209 1.4838 4.5856
C 0.3162 1.2679 3.2562
N 1.3287 1.2367 2.3512
C 2.6165 1.4153 2.7731
C 2.8904 1.6347 4.1320
C 3.5877 1.2378 1.7454
C 4.9764 1.3237 1.9416
C 5.8069 0.9621 0.9251
Br 7.6812 1.0423 1.1549
C 5.2826 0.4998 -0.2956
C 3.9279 0.4950 -0.4349
N 3.0642 0.8964 0.5244
H -0.3130 1.5111 5.2712
H -0.6916 1.1150 2.8764
H 3.9096 1.7467 4.4750
H 5.3751 1.6450 2.8932
H 5.9294 0.1684 -1.0948
H 3.4818 0.1549 -1.3590
I -5.9910 4.7436 -3.0384
C -4.3952 3.9014 -1.9702
C -3.5610 4.7257 -1.2299
C -2.5167 4.1570 -0.5171
C -2.3154 2.7859 -0.5492
C -3.1516 1.9721 -1.3101
C -4.2056 2.5279 -2.0186
C -1.1621 2.1914 0.1655
O -0.3361 2.8469 0.8455
O -0.8309 0.9649 -0.1629
H -3.7325 5.7929 -1.2014
H -1.8620 4.7708 0.0901
H -2.9882 0.9033 -1.3124
H -4.8729 1.8985 -2.5925
C -0.4564 -3.5815 -3.7388
C -1.2203 -3.6856 -2.5821
C -0.7989 -3.0696 -1.4093
C 0.3847 -2.3250 -1.3630
C 1.1258 -2.2179 -2.5454
C 0.7230 -2.8498 -3.7147
Si 0.9376 -1.4570 0.2313
C 2.6095 -2.2502 0.6877
C 3.3467 -3.0656 -0.1749
C 4.6195 -3.5194 0.1648
C 5.1826 -3.1703 1.3838
C 4.4552 -2.3853 2.2730
C 3.1878 -1.9377 1.9251
C -0.2527 -2.0669 1.5839
C -1.5459 -1.5336 1.6933
C -2.4218 -1.9599 2.6857
C -2.0222 -2.9342 3.5914
C -0.7466 -3.4804 3.4993
C 0.1249 -3.0484 2.5086
H -0.7848 -4.0565 -4.6562
H -2.1429 -4.2543 -2.5900
H -1.3961 -3.1774 -0.5096
H 2.0367 -1.6208 -2.5616
H 1.3229 -2.7545 -4.6134
H 2.9188 -3.3545 -1.1295
H 5.1702 -4.1489 -0.5249
H 6.1788 -3.5101 1.6455
H 4.8784 -2.1205 3.2367
H 2.6254 -1.3372 2.6357
H -1.8824 -0.7598 1.0177
H -3.4033 -1.5020 2.7498
H -2.7005 -3.2573 4.3741
H -0.4279 -4.2392 4.2059
H 1.1168 -3.4832 2.4474
C 1.4917 2.3061 -1.3742
C 1.5340 1.5920 -2.6881
C 0.3671 1.0706 -3.2625
C 0.3847 0.4635 -4.5074
C 1.5733 0.3342 -5.2148
C 2.7449 0.8305 -4.6597
C 2.7212 1.4578 -3.4189
H 0.6664 3.0146 -1.3873
H 2.4108 2.8612 -1.2042
H -0.5646 1.1536 -2.7177
H -0.5375 0.0716 -4.9224
H 1.5892 -0.1493 -6.1853
H 3.6809 0.7449 -5.2027
H 3.6351 1.8825 -3.0132
C -5.9031 -1.2544 -0.4926
C -5.7807 0.0977 0.1645
C -6.7179 1.0982 -0.0651
C -6.4893 2.3015 0.5832
N -5.4417 2.5334 1.3651
C -4.5557 1.5133 1.5397
S -3.0822 1.8188 2.3791
N -4.7264 0.2902 0.9513
H -6.9045 -1.6675 -0.3578
H -5.1638 -1.9326 -0.0689
H -5.7208 -1.1644 -1.5676
H -7.5672 0.9517 -0.7211
H -7.1882 3.1296 0.4662